DFT (ωB97M-V with the def2-TZVPD basis set) results for 2 unconnected molecules or ions with the total composition C3H11N2OP at a distorted geometry.

**Frontier orbital gap (spin up / spin down)**: 6.74 / 6.74 eV
**Total charge**: 0
**Relative energy (zero: lowest compared OMol25 entry of this formula, charge and spin)**: 3.518 eV
**E_HOMO (spin up / spin down)**: -7.5 / -7.5 eV
**M**: 122.1 g mol⁻¹
**Maximum force**: 4.624 eV/A

Last columns: bonded neighbours and bond lengths (Å).
Geometry (Å):
1 C -1.7837 -1.0914 0.1776  C3 1.586, H8 1.007, H9 1.088, H10 1.031
2 C -1.4524 1.3292 0.6230  C3 1.552, H11 1.028, H12 1.127, H13 1.065
3 C -1.2600 0.2538 -0.4789  C1 1.586, C2 1.552, O6 1.381, H14 1.140
4 N 2.4914 1.2222 -0.3129  P7 1.597, H15 1.099, H16 1.028
5 N 3.0757 -1.1612 -0.3346  P7 1.625, H17 1.061, H18 0.942
6 O 0.0731 0.2838 -0.8399  C3 1.381
7 P 2.4681 -0.0367 0.6695  N4 1.597, N5 1.625
8 H -1.1549 -1.1942 0.9578  C1 1.007
9 H -2.8268 -1.2173 0.4583  C1 1.088
10 H -1.5257 -1.8768 -0.4384  C1 1.031
11 H -2.4628 1.5028 0.6981  C2 1.028
12 H -0.9933 2.2848 0.2408  C2 1.127
13 H -1.2645 1.1044 1.6466  C2 1.065
14 H -1.9671 0.5011 -1.3386  C3 1.140
15 H 1.6395 1.1081 -0.9985  N4 1.099
16 H 2.1785 2.0960 0.1292  N4 1.028
17 H 3.4783 -0.9026 -1.2817  N5 1.061
18 H 3.2396 -2.0630 -0.1173  N5 0.942

Results of the Löwdin charge analysis, in e, for atoms 1 through 2: C -0.063; C -0.104